The following is a quantum chemistry calculation of a cluster of 15 separate species, C25H70O15 in total, from OMol25.

As for the total energy: -2122.936188 Eh. The total charge is 0. The energy above the lowest of the compared OMol25 structures with the same formula, charge and spin is 31.41 kcal/mol. The highest occupied orbital energy comes out at -0.34616 hartree. The frontier orbital gap is 0.3691 Eh. As for the multiplicity: 1. The value obtained for the LUMO energy is 0.623 eV.

Atoms and positions in Å:
C 2.95 2.63 -0.28
O 3.28 2.57 -1.67
H 3.21 1.73 0.27
H 3.42 3.48 0.18
H 1.87 2.69 -0.19
H 3.29 1.64 -1.88
C -1.39 0.32 -5.94
O -1.47 -0.44 -4.69
H -2.34 0.36 -6.47
H -0.94 1.26 -5.67
H -0.66 -0.14 -6.55
H -1.91 0.11 -4.04
C -2.32 -4.19 1.06
O -2.47 -3.26 2.06
H -3.20 -4.80 1.08
H -2.21 -3.70 0.10
H -1.50 -4.88 1.23
H -1.84 -3.39 2.81
C -4.42 1.04 -3.04
O -3.04 1.21 -2.75
H -4.64 0.00 -3.19
H -5.04 1.47 -2.29
H -4.62 1.54 -4.03
H -2.77 0.62 -1.99
C 2.11 1.42 -5.05
O 1.67 0.16 -4.65
H 2.79 1.36 -5.92
H 1.24 1.98 -5.38
H 2.65 1.95 -4.30
H 2.29 -0.22 -3.92
C 0.51 -3.86 4.70
O -0.69 -3.44 4.11
H 0.66 -4.89 4.41
H 1.33 -3.25 4.29
H 0.63 -3.82 5.76
H -1.16 -2.73 4.65
C -0.73 -3.09 -2.92
O 0.37 -2.21 -2.58
H -1.68 -2.63 -2.77
H -0.54 -3.40 -3.98
H -0.62 -3.99 -2.31
H 0.22 -1.51 -3.22
C 0.15 1.23 4.56
O 0.04 -0.14 4.09
H -0.60 1.91 4.09
H 0.02 1.29 5.62
H 1.14 1.55 4.14
H -0.94 -0.27 4.07
C 1.73 -4.61 -0.35
O 1.98 -3.20 -0.50
H 0.70 -4.98 -0.66
H 2.44 -5.21 -0.93
H 1.74 -4.87 0.72
H 1.41 -2.85 -1.26
C 4.28 0.20 6.05
O 5.23 -0.56 5.37
H 3.34 -0.35 5.88
H 4.51 0.23 7.12
H 4.16 1.17 5.58
H 6.05 -0.04 5.41
C -3.96 -0.19 2.84
C -3.53 -1.18 3.87
O -2.47 -1.17 4.47
C -4.53 -2.26 4.16
H -4.66 0.49 3.39
H -4.35 -0.63 1.98
H -3.12 0.43 2.54
H -5.58 -1.94 4.06
H -4.24 -2.64 5.13
H -4.24 -3.06 3.41
C 4.54 -2.11 -2.68
C 3.89 -1.04 -1.69
O 2.96 -0.36 -2.03
C 4.39 -1.18 -0.25
H 3.90 -2.97 -2.59
H 5.50 -2.51 -2.39
H 4.50 -1.66 -3.67
H 3.99 -0.42 0.31
H 5.51 -1.28 -0.25
H 3.92 -2.10 0.05
C -1.67 4.28 1.54
C -2.19 2.89 1.29
O -1.66 1.82 1.50
C -3.59 2.91 0.62
H -0.91 4.26 2.24
H -2.52 5.04 1.71
H -1.27 4.53 0.54
H -4.42 3.12 1.27
H -3.75 1.96 0.12
H -3.53 3.64 -0.16
C 1.61 5.64 -1.75
C 0.22 5.04 -1.93
O -0.76 5.47 -1.31
C 0.17 3.84 -2.82
H 1.51 6.64 -1.28
H 2.22 5.66 -2.68
H 2.15 5.01 -1.05
H 0.52 4.09 -3.80
H -0.91 3.50 -2.82
H 0.78 3.03 -2.48
C -0.22 -0.97 0.56
C -0.98 -0.27 -0.49
O -2.15 -0.50 -0.78
C -0.32 0.86 -1.18
H 0.70 -1.41 0.15
H -0.78 -1.78 1.13
H 0.16 -0.17 1.22
H 0.77 0.83 -1.04
H -0.63 1.83 -0.78
H -0.63 0.79 -2.24

These are the Löwdin partial charges, in e, on atoms 1 to 6: -0.1493 -0.1265 0.0670 0.0768 0.0642 0.0226